No. 1
Here is C16H26O3 in the gas phase in a non-equilibrium geometry from the Open Molecules 2025 dataset. Energies are from the ωB97M-V functional and the def2-TZVPD basis.

The geometry in XYZ format:
```
45
Properties=species:S:1:pos:R:3:nbo_charge:R:1
C -4.949 2.263 0.360 -0.310
C -5.270 1.137 0.985 -0.035
C -5.516 -0.252 1.809 -0.448
C -4.094 -1.076 1.700 -0.408
C -4.266 -2.234 0.588 -0.444
C -2.957 -2.542 -0.298 0.079
O -3.496 -2.686 -1.679 -0.536
C -2.628 -2.035 -2.636 0.989
O -2.831 -1.670 -3.827 -0.546
O -1.404 -1.848 -1.892 -0.544
C -1.879 -1.384 -0.596 0.072
C -0.848 -1.174 0.627 -0.434
C 0.712 -1.397 0.263 -0.417
C 1.462 0.034 0.528 -0.401
C 3.055 -0.215 0.678 -0.412
C 3.851 0.574 -0.513 -0.416
C 4.914 1.653 0.110 -0.407
C 4.751 3.142 -0.562 -0.408
C 5.691 3.253 -1.884 -0.629
H -4.286 3.114 -0.067 0.274
H -6.407 -0.841 1.389 0.240
H -5.700 0.064 2.916 0.243
H -3.301 -0.281 1.464 0.232
H -3.862 -1.535 2.743 0.218
H -4.498 -3.217 1.177 0.223
H -5.221 -2.052 -0.056 0.250
H -2.368 -3.517 -0.147 0.206
H -2.427 -0.394 -0.886 0.193
H -1.231 -1.837 1.504 0.218
H -0.981 -0.075 0.994 0.225
H 0.921 -1.719 -0.820 0.234
H 1.101 -2.236 0.973 0.209
H 1.096 0.529 1.520 0.200
H 1.163 0.731 -0.344 0.209
H 3.401 0.091 1.733 0.211
H 3.230 -1.353 0.526 0.207
H 3.148 1.061 -1.281 0.207
H 4.486 -0.216 -1.094 0.207
H 5.993 1.266 -0.106 0.205
H 4.808 1.690 1.270 0.203
H 3.648 3.403 -0.758 0.205
H 5.135 3.933 0.206 0.203
H 5.763 4.361 -2.241 0.215
H 6.780 2.915 -1.634 0.207
H 5.310 2.570 -2.743 0.210
```

Computed properties:
Energy relative to the best compared isomer or geometry (same formula, charge and spin), kcal per mole: 124.4
SMILES: C#CCCC[C@H]1OC(=O)O[C@@H]1CCCCCCCC
E_HOMO, Eh: -0.3610
Kohn-Sham gap, eV: 10.4819
Total charge: 0
2S+1: 1
Energy, Eh: -850.68954

***

No. 2
Here is C10H13N5O4 in the gas phase in a non-equilibrium geometry from the Open Molecules 2025 dataset. Energies are from the ωB97M-V functional and the def2-TZVPD basis.

The geometry in XYZ format:
```
32
Properties=species:S:1:pos:R:3:nbo_charge:R:1
C -4.339 -1.695 1.326 -0.615
C -3.317 -0.878 0.606 -0.181
C -2.002 -1.154 0.601 0.080
N -1.059 -0.412 -0.068 -0.452
C -1.429 0.724 -0.769 0.798
O -0.649 1.427 -1.371 -0.639
N -2.774 0.991 -0.755 -0.625
C -3.796 0.291 -0.124 0.647
O -4.942 0.664 -0.211 -0.582
H -3.051 1.819 -1.272 0.432
C 0.358 -0.774 0.057 0.271
O 1.054 0.137 0.851 -0.529
C 1.886 0.970 0.040 0.043
C 3.054 1.465 0.897 -0.077
O 2.654 2.474 1.781 -0.706
H 1.932 2.132 2.321 0.470
H 3.819 1.904 0.254 0.193
H 3.485 0.619 1.451 0.166
C 2.273 0.098 -1.174 -0.067
N 3.513 -0.591 -1.005 -0.335
N 3.797 -1.407 -0.191 0.253
N 4.263 -2.188 0.469 -0.102
C 1.078 -0.866 -1.303 -0.457
H 1.410 -1.885 -1.498 0.226
H 0.419 -0.551 -2.107 0.251
H 2.396 0.715 -2.065 0.236
H 1.308 1.832 -0.312 0.222
H 0.368 -1.734 0.587 0.192
H -1.613 -2.008 1.138 0.212
H -3.898 -2.585 1.762 0.212
H -5.131 -1.977 0.634 0.233
H -4.800 -1.097 2.111 0.230
```

Computed properties:
Energy relative to the best compared isomer or geometry (same formula, charge and spin), kcal per mole: 43.2
E_HOMO, Eh: -0.3412
Kohn-Sham gap, eV: 9.7726
Total charge: 0
2S+1: 1
Energy, Eh: -963.58427

***

No. 3
Here is C3H6N2O in the gas phase from the Open Molecules 2025 dataset. Energies are from the ωB97M-V functional and the def2-TZVPD basis.

The geometry in XYZ format:
```
12
Properties=species:S:1:pos:R:3:nbo_charge:R:1
C -1.722 0.886 0.764 -0.398
C 0.171 0.003 0.004 0.156
N -0.864 0.686 -0.432 -0.611
N 1.113 -0.519 -0.797 -0.664
C 2.077 -1.220 -0.060 0.553
O 3.031 -1.780 -0.530 -0.564
H -2.355 1.765 0.693 0.191
H -1.045 0.988 1.623 0.236
H -2.304 -0.023 0.952 0.194
H -1.119 0.870 -1.416 0.381
H 1.212 -0.487 -1.810 0.386
H 1.804 -1.169 1.009 0.142
```

Computed properties:
Energy relative to the best compared isomer or geometry (same formula, charge and spin), kcal per mole: 58.3
E_HOMO, Eh: -0.3134
Kohn-Sham gap, eV: 9.5084
Total charge: 0
2S+1: 1
Energy, Eh: -302.60024

***

Calculated LUMO, 0.658; 0.487; 0.980 eV (same order as the records).